No. 1
Entry from the Open Molecules 2025 dataset: a molecular structure, CHBiO3 (ωB97M-V with the def2-TZVPD basis set).

```
6
Properties=species:S:1:pos:R:3:nbo_charge:R:1
H -0.3932 1.6741 0.1577 0.566
O 0.3016 1.1836 0.8263 -0.481
O 0.4231 -1.0520 0.7512 -0.680
O -0.3844 0.1451 -0.8826 -0.755
C 0.3941 0.0656 0.1574 0.977
Bi -0.3413 -2.0164 -1.0100 2.373
```

LUMO energy	-14.48	eV
frontier orbital gap	8.47	eV
total charge	+2
relative energy (zero: lowest compared OMol25 entry of this formula, charge and spin)	1.1	kJ/mol



No. 2
Entry from the Open Molecules 2025 dataset: a molecular structure, C2HCdFO (ωB97M-V with the def2-TZVPD basis set).

```
6
Properties=species:S:1:pos:R:3:nbo_charge:R:1
H 1.2805 -0.1439 0.9408 0.209
O -0.4409 0.9510 1.1163 -0.899
C 0.4098 0.2183 0.3529 -0.011
C -0.1088 -0.3846 -0.7428 -0.210
F 0.6533 -1.3455 -1.3916 -0.366
Cd -1.7939 0.7046 -0.2756 1.278
```

LUMO energy	-1.87	eV
frontier orbital gap	6.07	eV
relative energy (zero: lowest compared OMol25 entry of this formula, charge and spin)	80.1	kJ/mol



No. 3
Entry from the Open Molecules 2025 dataset: a molecular structure, C6H13O (ωB97M-V with the def2-TZVPD basis set).

```
20
Properties=species:S:1:pos:R:3:lowdin_spin:R:1
C -2.0463 1.0961 -1.4913 0.571
C 0.1085 1.2301 1.4949 0.002
C 1.8293 -0.4766 0.7490 0.452
C -0.7387 -1.6446 -0.9456 0.031
C 0.3898 -0.1797 0.8782 0.063
C -0.4763 -0.3183 -0.3765 0.245
O -1.2205 0.7649 -0.5379 0.086
H -2.3429 2.1260 -1.5857 0.028
H -2.1511 0.5035 -2.3630 0.030
H 0.2270 1.9789 0.7212 0.001
H -1.0079 1.2723 1.8814 0.000
H 0.7412 1.4939 2.3504 0.000
H 2.4400 -0.0264 1.5165 0.012
H 2.2307 -1.5528 0.6510 0.012
H 2.1851 0.1135 -0.4645 0.115
H -1.2408 -2.2850 -0.1949 0.015
H 0.2474 -2.2957 -0.9809 0.008
H -1.3727 -1.4619 -1.8107 0.002
H 0.1384 -0.9969 1.7005 0.026
H 2.0599 0.6586 -1.1920 0.303
```

LUMO energy (spin up / spin down)	-5.47 / -6.19	eV
2S+1	3
frontier orbital gap (spin up / spin down)	6.45 / 9.74	eV
total charge	+1
relative energy (zero: lowest compared OMol25 entry of this formula, charge and spin)	46.0	kJ/mol



No. 4
Entry from the Open Molecules 2025 dataset: a gas-phase ion, C5H8F3N3S (charge +2) (ωB97M-V with the def2-TZVPD basis set).

```
20
Properties=species:S:1:pos:R:3:nbo_charge:R:1
C 0.5173 -0.8632 -0.5351 -0.144
C 0.2472 1.8549 0.0905 0.412
C -0.2974 -0.4565 0.3687 0.246
C 1.3099 0.3636 -1.4716 -0.053
C 2.8898 0.1202 -1.3636 0.957
N -0.4380 0.9101 0.7467 -0.556
N 1.0406 1.6388 -0.9002 -0.509
N -0.9872 -1.3266 1.3319 -0.712
F 3.1857 -1.1097 -1.7117 -0.291
F 3.6205 0.9756 -2.0077 -0.272
F 3.2504 0.2063 -0.1002 -0.308
S 0.6314 0.4249 -3.2539 0.076
H 0.4997 -1.8301 -1.0458 0.301
H 0.1861 2.9557 0.3251 0.285
H -1.0171 1.1477 1.5213 0.452
H 1.3402 2.5305 -1.3216 0.483
H -1.8178 -0.9360 1.9285 0.475
H -0.4017 -1.6791 2.0785 0.482
H -1.6167 -1.9693 0.8786 0.483
H 1.6323 -0.2849 -3.8402 0.193
```

LUMO energy	-8.41	eV
SMILES string	[NH3+]C1=C[C@](S)(C(F)(F)F)[NH+]=CN1
frontier orbital gap	8.78	eV
total charge	+2
relative energy (zero: lowest compared OMol25 entry of this formula, charge and spin)	93.1	kJ/mol



No. 5
Entry from the Open Molecules 2025 dataset: a molecular structure, C25H28N6P2RhS (ωB97M-V with the def2-TZVPD basis set).

```
63
Properties=species:S:1:pos:R:3:lowdin_spin:R:1
Rh -0.3705 -0.1271 0.4041 2.658
C 1.7560 0.2191 -2.5925 0.047
P 1.6187 -0.6256 -0.9205 0.227
C 1.8609 -2.3011 -1.4866 0.038
C 3.1179 -0.2108 0.0465 0.023
C 4.3403 0.1174 -0.5459 0.007
C 5.4070 0.6207 0.2570 0.001
C 5.2549 0.6198 1.6046 0.002
C 4.0942 0.1594 2.1886 0.004
C 2.9869 -0.1217 1.4402 0.019
P 1.2461 -0.1824 2.1327 0.199
C 1.1887 1.2605 3.2803 0.054
C 1.0919 -1.6918 3.1787 0.035
H 2.6021 -0.3022 -3.0426 0.009
H 1.8733 1.2683 -2.5771 0.001
H 0.8122 0.0359 -3.1291 0.000
H 2.7711 -2.3224 -2.0800 0.009
H 1.0587 -2.5843 -2.1635 0.001
H 1.9068 -2.9718 -0.6050 0.000
H 4.4843 0.0881 -1.5982 0.000
H 6.3329 0.9523 -0.2713 0.000
H 6.0532 0.9610 2.2252 0.000
H 4.0725 0.2161 3.2752 0.000
H 1.9456 1.2336 4.0849 0.011
H 0.1415 1.3561 3.6738 0.001
H 1.4673 2.0893 2.6598 0.000
H 2.1113 -2.1250 3.3892 0.006
H 0.4585 -2.4141 2.6961 0.002
H 0.6196 -1.3896 4.1064 0.001
S -4.3773 5.7333 -2.5906 0.004
N -4.8584 4.2551 -2.1397 0.000
C -3.8296 3.6084 -1.5806 0.002
C -3.8113 2.2998 -1.0507 0.006
C -4.9267 1.3855 -0.8777 0.007
C -4.9030 0.1485 -0.4398 0.006
C -3.5722 -0.2617 -0.2280 0.025
N -2.4678 0.4670 -0.2284 0.117
C -2.5639 1.7262 -0.6902 0.007
C -1.3371 2.5716 -0.7369 0.012
N -0.1378 1.9878 -0.4014 0.156
C 0.9243 2.6811 -0.6097 0.023
C 1.0383 3.9886 -0.9726 0.006
C -0.1992 4.6225 -1.3020 0.022
C -1.4416 3.9394 -1.1739 0.005
C -2.6643 4.3637 -1.6113 0.003
N -2.8350 5.6027 -2.1942 -0.002
H -5.8704 1.9292 -1.0112 0.000
H -5.7659 -0.5444 -0.4397 0.001
H -3.6304 -1.3048 0.0311 0.002
H 1.8699 2.1206 -0.4468 0.002
H 1.9447 4.6179 -0.9516 0.001
H -0.0636 5.6138 -1.6801 0.001
C -2.9483 -5.0913 -0.2572 0.004
N -1.6580 -4.5327 0.2516 0.053
C -0.6667 -5.4750 0.8674 0.005
C -1.3831 -3.2839 0.3899 0.039
N -1.1636 -2.1252 0.3983 0.129
H -3.6591 -5.1911 0.5652 0.002
H -2.7305 -6.0828 -0.7050 0.001
H -3.3635 -4.4527 -0.9885 0.000
H -0.6369 -6.4181 0.3098 0.001
H -0.9077 -5.7493 1.9011 0.002
H 0.2916 -4.9775 0.9621 0.000
```

LUMO energy (spin up / spin down)	-8.61 / -12.36	eV
2S+1	5
frontier orbital gap (spin up / spin down)	8.05 / 4.33	eV
total charge	+3
relative energy (zero: lowest compared OMol25 entry of this formula, charge and spin)	25.9	kJ/mol



No. 6
Entry from the Open Molecules 2025 dataset: a molecular structure, C37H54N3NiO2P2Se3 (ωB97M-V with the def2-TZVPD basis set).

```
102
Properties=species:S:1:pos:R:3:lowdin_spin:R:1
Ni -0.3613 -0.3496 0.1502 0.912
C -2.4631 2.7002 0.4897 -0.002
C -3.0420 1.9446 -0.7048 0.002
C -3.5984 2.9106 -1.7452 0.001
P -1.7950 0.7333 -1.3652 0.010
C -2.6699 0.0280 -2.8394 0.005
C -1.7686 -0.9835 -3.5445 0.000
C -3.9876 -0.6428 -2.4458 0.002
C -0.5254 1.8211 -2.1071 0.001
C -0.5122 2.2774 -3.4231 0.000
C 0.5055 3.0810 -3.9183 0.001
C 0.5194 3.5387 -5.3529 0.000
C 1.5339 3.4246 -3.0414 0.000
C 1.5516 2.9819 -1.7329 0.002
C 0.5238 2.1663 -1.2246 0.003
N 0.5151 1.5960 0.0315 0.028
C 0.8148 2.2912 1.1592 0.003
C 1.0270 3.6900 1.2381 0.001
C 1.2655 4.3195 2.4446 0.000
C 1.3032 3.6287 3.6544 0.000
C 1.5279 4.3325 4.9669 0.000
C 1.0716 2.2604 3.5930 0.001
C 0.8298 1.5894 2.4004 0.002
P 0.4620 -0.1819 2.2883 0.008
C 2.1404 -0.9661 2.5374 -0.001
C 2.7006 -0.9305 3.9560 0.001
C 3.1293 -0.3037 1.5762 -0.001
C -0.4197 -0.5946 3.8569 0.006
C -0.6954 -2.1002 3.8757 0.000
C -1.7257 0.1905 3.9628 0.000
H -3.2417 3.3089 0.9589 0.000
H -1.6556 3.3675 0.1803 0.000
H -2.0499 2.0202 1.2381 -0.001
H -3.8530 1.3069 -0.3391 0.000
H -2.7951 3.4975 -2.1973 0.000
H -4.2969 3.6092 -1.2748 0.000
H -4.1352 2.3948 -2.5439 0.000
H -2.8968 0.8435 -3.5335 0.001
H -1.5645 -1.8328 -2.8877 0.001
H -0.8104 -0.5524 -3.8408 0.000
H -2.2638 -1.3625 -4.4432 0.000
H -3.8147 -1.4798 -1.7673 0.001
H -4.4818 -1.0319 -3.3405 0.000
H -4.6814 0.0391 -1.9527 0.000
H -1.3202 1.9998 -4.0926 0.000
H -0.4229 3.2991 -5.8474 0.000
H 1.3206 3.0566 -5.9193 0.000
H 0.6707 4.6181 -5.4293 0.000
H 2.3554 4.0378 -3.4009 0.000
H 2.3910 3.2248 -1.0940 0.000
H 0.9772 4.2890 0.3394 0.000
H 1.4169 5.3956 2.4468 0.000
H 2.0344 5.2878 4.8178 0.000
H 2.1443 3.7339 5.6412 0.000
H 0.5877 4.5399 5.4868 0.000
H 1.0595 1.6978 4.5231 0.000
H 1.9964 -2.0110 2.2381 0.000
H 2.7808 0.0996 4.3127 0.000
H 3.7077 -1.3591 3.9700 0.000
H 2.0920 -1.4936 4.6644 0.000
H 3.3803 0.6984 1.9313 0.000
H 2.7178 -0.1896 0.5713 -0.001
H 4.0571 -0.8838 1.5244 0.000
H 0.2180 -0.3348 4.7071 0.001
H -1.2837 -2.3889 3.0014 0.000
H -1.2594 -2.3742 4.7715 0.000
H 0.2238 -2.6903 3.8659 0.000
H -2.4414 -0.1596 3.2178 0.000
H -1.5727 1.2613 3.8166 0.000
H -2.1742 0.0421 4.9493 0.000
O 2.9572 -4.7484 -3.2097 0.001
C 3.3023 -3.3621 -3.2038 0.000
C 3.6668 -2.8593 -1.8049 0.000
C 4.6357 -3.8522 -1.1392 0.000
O 5.7069 -4.2445 -1.9844 0.000
C 4.3127 -1.4796 -1.8959 0.000
Se 3.0053 -0.1059 -2.4032 0.000
C 2.4409 -2.7495 -0.9028 0.000
Se 1.1960 -1.4007 -1.5838 0.004
H 2.0452 -4.8388 -2.9142 0.001
H 2.4970 -2.7612 -3.6279 0.000
H 4.1722 -3.2649 -3.8539 0.000
H 4.0795 -4.7301 -0.8007 0.000
H 5.0821 -3.3815 -0.2610 0.000
H 5.3361 -4.8646 -2.6228 0.000
H 5.1135 -1.4656 -2.6354 0.000
H 4.7217 -1.1986 -0.9265 0.000
H 2.7298 -2.4877 0.1146 0.000
H 1.8804 -3.6843 -0.8678 0.001
Se -0.8571 -3.8824 -0.1733 0.203
N -1.4167 -2.2102 0.2844 0.252
C -2.7389 -2.3230 0.5357 0.025
C -3.5599 -1.2684 0.9800 0.048
C -4.9142 -1.4708 1.1660 0.069
C -5.4899 -2.7266 0.9210 0.046
C -4.7123 -3.7892 0.5073 0.068
C -3.3223 -3.6255 0.3155 0.016
N -2.5022 -4.6178 -0.0761 0.268
H -3.1064 -0.3030 1.1593 -0.001
H -5.5361 -0.6496 1.5044 0.004
H -6.5546 -2.8663 1.0677 0.001
H -5.1444 -4.7655 0.3254 0.002
```

LUMO energy (spin up / spin down)	2.18 / 2.18	eV
2S+1	3
frontier orbital gap (spin up / spin down)	4.96 / 6.01	eV
total charge	-1



No. 7
Entry from the Open Molecules 2025 dataset: 2 unconnected molecules or ions with the total composition C17H25N2 (ωB97M-V with the def2-TZVPD basis set).

```
44
Properties=species:S:1:pos:R:3:nbo_charge:R:1
C 0.8733 -0.2584 0.9816 -0.650
C 1.1785 0.6968 -0.2123 -0.015
C 2.2292 1.7205 -0.1115 -0.208
C 2.5336 2.6485 -1.2070 -0.203
C 1.7696 2.5883 -2.4648 -0.213
C 0.7168 1.5920 -2.5795 -0.240
C 0.4302 0.6639 -1.4857 -0.033
C -0.7418 -0.3869 -1.6503 -0.440
C -1.9769 0.2113 -0.8869 -0.213
C -3.1323 -0.8134 -0.5663 -0.409
C -4.1915 -0.0454 0.3700 -0.428
C -4.5550 1.4019 -0.1316 -0.244
N -3.3785 2.2046 -0.5924 -0.507
C -2.6634 1.4178 -1.6647 -0.245
H 0.6413 -1.3093 0.6765 0.228
H -0.0534 0.1385 1.4931 0.201
H 1.7145 -0.3100 1.7167 0.252
H 2.8284 1.8436 0.8208 0.224
H 3.3271 3.4177 -1.1015 0.232
H 2.0192 3.3253 -3.2629 0.234
H 0.0863 1.5074 -3.4933 0.212
H -0.9077 -0.5665 -2.7416 0.233
H -0.3848 -1.3245 -1.1509 0.242
H -1.6223 0.6026 0.1145 0.202
H -2.7808 -1.7320 -0.0216 0.244
H -3.6531 -1.1826 -1.4984 0.216
H -3.7425 -0.0204 1.4009 0.226
H -5.1463 -0.6321 0.3758 0.255
H -4.9898 1.9498 0.7546 0.239
H -5.3316 1.4264 -0.9342 0.237
H -3.6353 3.1257 -0.9834 0.443
H -2.7217 2.3998 0.1748 0.437
H -3.4738 0.9492 -2.2868 0.226
H -1.9403 2.0273 -2.2558 0.260
N 4.2856 -2.4971 3.4740 -0.504
C 4.1498 -1.7652 2.3256 -0.089
C 3.8974 -2.6363 1.2960 -0.311
C 3.8746 -3.9437 1.8458 -0.306
C 4.1144 -3.8252 3.1909 -0.069
H 4.4805 -2.1182 4.3846 0.415
H 4.2462 -0.6910 2.3404 0.206
H 3.7452 -2.3646 0.2626 0.221
H 3.7017 -4.8669 1.3154 0.226
H 4.1792 -4.5689 3.9686 0.216
```

LUMO energy	-3.07	eV
frontier orbital gap	6.96	eV
total charge	+1
relative energy (zero: lowest compared OMol25 entry of this formula, charge and spin)	42.5	kJ/mol



Number 1: largest force on an atom 0.1480 hartree/bohr. Number 2: largest force on an atom 0.0785 hartree/bohr. Number 3: largest force on an atom 0.0587 hartree/bohr. Number 4: largest force on an atom 0.0999 hartree/bohr. Number 5: largest force on an atom 0.1244 hartree/bohr. Number 6: largest force on an atom 0.0032 hartree/bohr. Number 7: largest force on an atom 0.0502 hartree/bohr.